No. 1
Computed, not measured: a structure of composition C31H38FIrN3O4S3 at a distorted geometry, with ωB97M-V/def2-TZVPD.

Its spin multiplicity is 2. The calculation puts the HOMO energy (alpha / beta) at -18.12 / -18.09 eV. As for the charge: +4. For the max |F|, the calculation gives 0.038 Eh/bohr. The energy above the lowest of the compared OMol25 structures with the same formula, charge and spin is 191.7 kJ/mol. The gap between HOMO and LUMO (alpha / beta) comes out at 5.9723 / 4.5072 eV. As for the total energy: -83446.7028 eV. As for the expectation value of S²: 0.76.

Geometry as XYZ:
```
81
Properties=species:S:1:pos:R:3:mulliken_charge:R:1
Ir -3.20148 0.31711 0.52035 2.862
F 2.79028 3.38323 -0.47026 -0.330
C 2.63096 2.09822 -0.12883 0.205
C 1.36423 1.62135 -0.08854 -0.486
C 1.09355 0.30373 0.33110 0.733
C -0.22460 -0.21562 0.47810 1.481
O -1.24874 0.48436 0.00288 -1.114
C -0.36913 -1.44907 1.10801 0.297
C 0.75527 -2.22693 1.34672 -0.831
N 1.98277 -1.81252 1.08602 0.223
C 3.09909 -2.75869 1.21759 -0.479
C 2.94164 -4.12093 0.61970 -0.960
C 3.85582 -3.12427 -0.02168 -0.395
C 2.20230 -0.49581 0.66724 -0.538
C 3.50223 0.00466 0.60290 -1.222
C 3.77967 1.31686 0.21762 -0.040
N 5.05572 1.82552 0.18384 0.115
C 5.39482 3.15788 -0.36998 -0.506
C 6.90141 3.37287 -0.40285 -1.117
N 7.58395 2.17088 -0.99512 -0.064
C 7.31918 0.91122 -0.18610 -0.696
C 6.19033 1.14948 0.80911 -0.621
C -1.68364 -1.97620 1.48541 0.201
O -1.94502 -3.11481 1.70959 -0.511
O -2.66934 -1.01928 1.72204 -0.477
H 0.55764 2.28769 -0.35413 0.619
H 0.64659 -3.22732 1.74709 0.757
H 3.62717 -2.66463 2.15728 0.524
H 2.01853 -4.35078 0.10320 0.334
H 3.36818 -4.95326 1.16098 0.291
H 3.53365 -2.68496 -0.95697 0.233
H 4.92360 -3.26937 0.06514 0.325
H 4.29987 -0.66033 0.88822 0.548
H 4.97366 3.96933 0.22072 0.424
H 4.99571 3.24501 -1.38022 0.498
H 7.33435 3.53795 0.57988 0.419
H 7.12705 4.23936 -1.01968 0.450
H 8.58999 2.33635 -1.06251 0.378
H 7.25733 2.04560 -1.95386 0.391
H 8.23128 0.64719 0.34419 0.417
H 7.08601 0.11520 -0.88822 0.393
H 6.54641 1.74738 1.64997 0.306
H 5.91326 0.18942 1.22519 0.316
C -2.69511 3.39793 -1.24379 -0.562
C -2.28881 3.68761 0.19814 -0.812
S -2.43980 2.35466 1.44443 0.089
C -3.78509 2.84121 2.53951 -0.924
C -5.10924 2.82041 1.83773 -0.478
S -5.36841 1.13519 1.22607 0.040
C -6.01995 1.39841 -0.44689 -0.775
C -4.91922 1.73553 -1.46154 0.395
S -4.47503 3.49231 -1.53941 -0.068
H -2.31429 2.43498 -1.58173 0.068
H -2.24013 4.16243 -1.87353 0.560
H -2.84157 4.53213 0.61226 0.597
H -1.22718 3.93659 0.23284 0.595
H -3.55442 3.82140 2.96324 0.521
H -3.73323 2.11326 3.35329 0.447
H -5.15919 3.50876 0.99800 0.277
H -5.92255 3.05211 2.52983 0.519
H -6.78478 2.17446 -0.38226 0.634
H -6.50718 0.46445 -0.70832 0.409
H -5.21662 1.39473 -2.45409 0.542
H -3.97279 1.17400 -1.24124 -0.857
C -5.92063 -2.94562 0.18042 -1.684
C -4.67895 -2.28156 -0.28448 0.336
O -4.62902 -1.01200 -0.11734 -0.924
C -3.63994 -3.01789 -0.96044 0.730
C -3.58897 -4.40857 -0.86408 -0.464
C -2.60602 -5.11623 -1.55286 -0.916
C -1.70542 -4.44299 -2.37400 -0.521
C -1.74887 -3.05749 -2.47878 -0.906
C -2.70678 -2.34515 -1.77311 0.169
H -6.65009 -2.21945 0.52834 0.356
H -5.66132 -3.60199 1.01975 0.456
H -6.35002 -3.57055 -0.60286 0.437
H -4.28919 -4.95417 -0.24580 0.459
H -2.54937 -6.19166 -1.44634 0.474
H -0.98132 -5.01003 -2.94535 0.493
H -1.06769 -2.53546 -3.13809 0.506
H -2.78337 -1.27484 -1.91867 0.431
```

No. 2
Computed, not measured: a structure of composition C31H39BrN10O2Rb, with ωB97M-V/def2-TZVPD.

The calculation puts the HOMO energy at -3.84 eV. As for the charge: -1. For the max |F|, the calculation gives 0.009 Eh/bohr. The energy above the lowest of the compared OMol25 structures with the same formula, charge and spin is 0.0 kJ/mol. The gap between HOMO and LUMO comes out at 6.0080 eV. As for the total energy: -122476.7245 eV.

Geometry as XYZ:
```
84
Properties=species:S:1:pos:R:3:nbo_charge:R:1
Rb -0.52558 -0.08360 -0.86821 0.864
C -2.12328 -3.29399 -1.80722 -0.208
C -3.49941 -2.70660 -1.46904 -0.225
N -3.40993 -1.38009 -0.90879 -0.656
C -4.22351 -0.33562 -1.48381 -0.216
C -3.86162 -0.03005 -2.94448 -0.225
N -2.45297 0.22281 -3.13381 -0.662
C -1.73621 -0.51240 -4.15377 -0.217
C -1.72242 -2.03115 -3.91222 -0.221
N -1.30717 -2.39644 -2.58131 -0.673
H -2.28417 -4.28189 -2.28377 0.143
H -1.59171 -3.47146 -0.87119 0.198
H -4.01092 -3.41304 -0.79840 0.179
H -4.10504 -2.66930 -2.37829 0.174
H -3.37940 -1.36904 0.09963 0.393
H -4.05029 0.56749 -0.89453 0.219
H -5.30953 -0.55198 -1.44887 0.144
H -4.48283 0.81988 -3.26363 0.182
H -4.16035 -0.86925 -3.57893 0.173
H -2.20665 1.20143 -3.08617 0.391
H -0.70264 -0.15839 -4.14307 0.218
H -2.13003 -0.34827 -5.17639 0.145
H -1.08157 -2.47656 -4.68846 0.180
H -2.72295 -2.43548 -4.08843 0.173
H -0.31216 -2.53035 -2.45417 0.406
C 0.54171 -0.86652 4.87632 -0.408
N -0.34378 -0.41045 3.83070 -0.442
C -0.79451 0.96952 3.85156 -0.429
C -0.68208 -1.18969 2.76507 0.616
N -1.50776 -0.89388 1.83391 -0.804
N 0.03670 -2.40326 2.69441 -0.678
C -0.43372 -3.48033 1.91199 0.598
N 0.46899 -3.88028 0.94814 -0.861
N -1.53678 -4.02953 2.22182 -0.731
H 0.26943 -0.37588 5.81200 0.197
H 1.59292 -0.63360 4.66329 0.187
H 0.43870 -1.94085 5.00912 0.224
H -0.16439 1.53461 4.53706 0.201
H -1.83298 1.05328 4.19154 0.187
H -0.71229 1.40897 2.85697 0.252
H -2.02312 -0.03995 2.02205 0.357
H 1.04222 -2.31067 2.70347 0.395
H 0.90952 -3.19383 0.33457 0.442
H 0.18125 -4.69846 0.43307 0.374
H -1.79168 -4.73340 1.53502 0.324
C -3.59850 4.52448 -0.29424 -0.222
C -2.85491 5.28452 0.60202 -0.281
C -1.59589 4.83775 0.96111 -0.243
C -1.10511 3.63078 0.44882 -0.095
C -1.82203 2.80065 -0.44287 -0.376
C -3.08104 3.33212 -0.78639 -0.303
C 0.27887 3.24360 0.82929 0.246
C 1.31300 4.22997 0.86903 -0.259
C 2.59696 3.86692 1.12648 -0.158
C 2.90257 2.50244 1.36563 -0.044
C 4.21096 2.00975 1.57348 -0.197
C 4.43317 0.67202 1.75591 -0.237
C 3.34963 -0.23111 1.74899 -0.208
C 2.07518 0.22398 1.56038 -0.215
C 1.81995 1.60141 1.34845 0.128
N 0.53974 1.98126 1.08756 -0.464
H -4.58250 4.86698 -0.60467 0.185
H -3.24829 6.20937 1.00923 0.190
H -1.00462 5.42221 1.66037 0.184
H -3.71374 2.78237 -1.48516 0.162
H 1.06135 5.25665 0.64426 0.219
H 3.39608 4.60009 1.12465 0.202
H 5.04147 2.70611 1.56248 0.206
H 5.44119 0.30014 1.88714 0.213
H 3.53160 -1.29634 1.85897 0.215
H 1.23071 -0.44851 1.52307 0.216
Br 6.46462 1.97278 -1.77310 0.031
C 5.60102 0.29358 -1.56522 -0.126
C 6.32092 -0.77855 -1.06470 -0.009
N 5.77219 -1.97080 -0.86333 -0.422
C 4.47789 -2.10901 -1.14265 0.048
C 3.68461 -1.09228 -1.65902 -0.156
C 4.26700 0.14550 -1.88620 -0.172
C 2.18873 -1.27314 -1.86176 0.765
O 1.61561 -0.44561 -2.58453 -0.745
O 1.65904 -2.21394 -1.21419 -0.819
H 7.36967 -0.66905 -0.81509 0.193
H 4.03254 -3.07461 -0.94016 0.210
H 3.66437 0.95311 -2.27877 0.255
```

No. 3
Computed, not measured: a structure of composition C31H39FeN5O2P2 at a distorted geometry, with ωB97M-V/def2-TZVPD.

Its spin multiplicity is 5. The calculation puts the HOMO energy (alpha / beta) at -6.51 / -8.49 eV. As for the charge: 0. For the max |F|, the calculation gives 0.074 Eh/bohr. The gap between HOMO and LUMO (alpha / beta) comes out at 6.0719 / 7.9745 eV. As for the total energy: -97286.8166 eV. As for the expectation value of S²: 6.04.

Geometry as XYZ:
```
80
Properties=species:S:1:pos:R:3:mulliken_charge:R:1
Fe 0.16771 0.30811 2.33607 -0.024
C -1.74328 1.73672 -4.82449 -0.252
C -1.85003 0.45922 -4.44801 -0.334
C -1.04062 -0.66259 -5.05827 -1.120
C 0.41829 -0.32711 -5.41643 -0.837
C 1.14964 0.49130 -4.36556 -0.260
C 1.21049 1.82341 -4.39074 -0.537
C 0.56871 2.64538 -5.48812 -0.800
C -0.85987 2.23815 -5.93544 -1.017
C 1.71014 0.69971 3.57675 -2.044
H -2.38667 2.51091 -4.39748 0.354
H -2.70056 0.13298 -3.84501 1.013
H -1.57816 -0.96294 -5.97346 0.295
H -1.02986 -1.54416 -4.39581 0.315
H 0.95147 -1.28300 -5.53573 0.457
H 0.45032 0.17091 -6.39175 0.300
H 1.71617 -0.10763 -3.64763 0.557
H 1.88687 2.37358 -3.73551 0.498
H 1.22286 2.60449 -6.37482 0.257
H 0.50429 3.70060 -5.19037 0.402
H -1.34058 3.15195 -6.31915 0.410
H -0.82591 1.53317 -6.77849 0.392
H 1.15348 1.37614 4.25309 0.360
H 2.61577 1.22356 3.23754 0.793
H 1.99024 -0.16914 4.19706 0.292
P 1.80499 -0.42315 1.02957 1.086
P -1.11225 -0.80909 0.92791 0.514
N 2.87157 0.86200 0.47252 0.577
N 3.00878 -1.67540 1.57650 0.596
N -1.95802 0.50861 0.09403 0.476
N -2.50227 -1.78031 1.35968 0.535
C 1.21282 -1.12659 -0.55033 -1.080
C -0.19492 -1.73829 -0.36928 -1.218
C 2.83981 2.18523 0.91587 -0.446
C 3.85677 2.88723 0.27689 -0.778
C 4.52006 1.97132 -0.60906 -0.744
C 3.90438 0.73276 -0.45584 -0.485
C 3.91033 -1.52668 2.63241 -0.504
C 4.64140 -2.70026 2.78161 -0.679
C 4.16467 -3.62894 1.79514 -0.721
C 3.15415 -2.97367 1.09093 -0.323
C -2.05847 1.83239 0.54544 -0.382
C -2.49820 2.62241 -0.50518 -1.249
C -2.69400 1.76579 -1.62936 -0.485
C -2.34378 0.48311 -1.23648 -0.586
C -3.73398 -1.88599 0.70674 -0.364
C -4.54707 -2.77000 1.39976 -0.561
C -3.80216 -3.22066 2.54112 -0.910
C -2.56105 -2.59935 2.49061 -0.472
H 1.93795 -1.84989 -0.94979 0.966
H 1.18074 -0.30536 -1.28225 0.052
H -0.75863 -1.76887 -1.31534 0.627
H -0.10868 -2.78109 -0.01830 0.367
H 2.10904 2.50374 1.64200 0.439
H 4.10383 3.92826 0.43258 0.453
H 5.35040 2.18087 -1.26718 0.457
H 4.10454 -0.22506 -0.91950 0.466
H 3.93008 -0.61833 3.22044 0.423
H 5.44026 -2.87099 3.49417 0.424
H 4.51296 -4.63399 1.61764 0.439
H 2.52455 -3.33509 0.29448 0.353
H -1.86905 2.07976 1.57839 0.481
H -2.66727 3.68825 -0.47512 0.449
H -3.03825 2.05650 -2.60828 0.625
H -2.33733 -0.43539 -1.79494 0.535
H -3.93442 -1.33192 -0.19890 0.379
H -5.55044 -3.06900 1.13691 0.444
H -4.12716 -3.91247 3.29787 0.465
H -1.70954 -2.65934 3.14471 0.616
O -1.88009 2.24893 3.68481 -0.708
C -1.84361 1.18945 4.31430 -0.028
C -2.55861 0.90616 5.63584 -0.518
C -2.01492 -0.42077 6.09352 -0.459
C -1.13608 -0.89870 4.93626 -0.082
O -0.58234 -1.99652 4.87695 -0.706
N -1.09964 0.08032 3.94326 0.663
H -2.35320 1.71854 6.33703 0.324
H -3.64150 0.86819 5.46999 0.258
H -1.41047 -0.32064 7.00003 0.261
H -2.81759 -1.13177 6.30893 0.268
```